17 unconnected molecules or ions with the total composition H33O17 at a distorted geometry. Source: the OMol25 dataset; level of theory: ωB97M-V with the def2-TZVPD basis set.

HOMO energy, eV: -7.488
Electronic energy, a.u.: -1298.8053
Energy relative to the best compared isomer or geometry (same formula, charge and spin), kcal/mol: 118.63
Charge: -1
Lowest unoccupied orbital energy, eV: 2.30

Last column: Mulliken charge in e.
Cartesian coordinates (Å):
H 2.73356 -2.46016 2.66889  0.440
H 1.97551 1.55336 -0.11336  0.315
O -4.27966 -1.40187 3.53351  -0.657
H -0.18936 -3.88687 -0.43458  0.376
H -1.85483 0.51729 -0.57767  0.285
H -2.43109 -3.20514 -0.78520  0.226
O 1.23532 -2.17154 1.92468  -0.842
H -1.07190 -0.95963 1.32531  0.361
O -0.47703 2.10570 2.88828  -0.609
O -1.71482 -3.13157 -1.30250  -0.608
O -1.97522 1.57369 -0.74895  -0.566
O -1.47491 -1.08694 2.22436  -0.676
H -0.73789 -5.46351 -0.50416  0.252
H -1.43513 5.44815 0.49597  0.313
H 3.93246 -2.02592 -2.65540  0.300
H 1.69492 -2.35981 1.07170  0.549
H -0.74411 -1.23480 2.81755  0.238
H -2.28031 3.88510 -1.81499  0.329
H 1.08871 -2.72785 -1.21339  0.276
H -4.25707 -2.21497 4.06924  0.292
H 4.44340 -2.13555 -1.16846  0.326
H -0.80951 -0.77662 -1.28206  0.471
H -1.36648 -0.72355 -2.81818  0.223
O -0.02953 0.39293 -5.02048  -0.568
H 3.97246 -1.67863 3.41670  0.269
H -0.19465 0.44725 -5.89634  0.282
O -1.69497 4.55076 0.70619  -0.671
O -0.15817 -0.57289 0.01442  -0.134
O -0.01570 -4.81956 -0.63312  -0.619
H -3.31042 -1.47790 2.99013  0.378
O -1.70184 -0.73041 -1.91506  -0.893
H -2.38799 1.80468 0.03180  0.265
H 2.71257 4.25299 0.97648  0.307
H -0.72545 0.17765 -4.49886  0.322
H 1.40021 2.59795 -1.07614  0.286
O -2.49891 4.84422 -1.61046  -0.740
O 3.68489 -2.21840 2.72037  -0.658
O 2.07232 2.43842 -0.42579  -0.588
H 0.36827 -1.70446 1.66735  -0.021
H 0.55150 0.08763 0.01867  -0.218
O 4.58265 -1.68246 -2.04636  -0.624
H -2.89654 4.47102 -0.72572  0.428
H -1.27339 4.16923 -0.12342  0.341
H -1.69002 -2.24503 -1.83147  0.355
H -1.34064 2.11625 2.45370  0.296
O 2.06742 -2.24793 -0.95609  -0.733
H 1.64960 -1.34865 -0.87811  0.325
O 3.03779 5.10668 1.10671  -0.613
H -0.12806 1.22297 2.77481  0.314
H 3.94200 4.92868 1.15947  0.295